DFT (ωB97M-V with the def2-TZVPD basis set) results for an isolated molecule of C4H7NO.

Cartesian coordinates (Å):
C 1.4955 0.5413 -0.8501
C 0.2061 0.4782 -0.0783
C -1.0084 -0.0900 -0.6717
N -0.2525 -0.8784 0.3201
C -0.8633 -0.9242 1.6041
O -1.6911 -0.1563 2.0276
H 2.3662 0.4844 -0.1910
H 1.5501 1.4806 -1.4100
H 1.5435 -0.2887 -1.5605
H 0.0432 1.2497 0.6768
H -1.9685 0.2981 -0.3433
H -0.9603 -0.5131 -1.6744
H -0.5016 -1.7729 2.2045

Output
- E_HOMO (eV) = -10.00
- max |F| (eV/Å) = 0.5
- SMILES string = C[C@H]1CN1C=O
- Kohn-Sham gap (hartree) = 0.4081
- relative energy (zero: lowest compared OMol25 entry of this formula, charge and spin) (kcal per mole) = 42.5
- total charge = 0

Mulliken atomic charge list, values in e, 6 entries:
1. C -1.331
2. C 0.366
3. C -0.505
4. N -0.437
5. C 0.086
6. O -0.474

=====

DFT (ωB97M-V with the def2-TZVPD basis set) results for a structure of composition C18H29AgAs2F12NO11.

Cartesian coordinates (Å):
Ag 2.3409 27.1592 20.8295
As 7.9299 24.8788 20.6304
F 8.5734 25.1442 18.9618
F 8.2990 23.1326 20.3579
F 7.1847 24.5345 22.2036
F 7.7016 26.6471 20.8681
F 6.3688 24.8347 19.8050
F 9.5593 25.0146 21.3680
As 4.5991 33.4875 20.0728
F 2.8504 34.0448 20.0168
F 4.7570 34.0714 21.7533
F 6.3230 32.8357 20.0181
F 4.5171 32.9821 18.3949
F 5.2200 35.0989 19.4998
F 4.0460 31.9035 20.7844
C -6.6609 32.5968 20.5383
C -6.0215 31.5046 20.0255
C -5.0382 30.9360 20.8239
C -4.6708 31.4628 22.0942
C -5.4071 32.5234 22.6024
C -6.4145 33.0909 21.8273
N -3.6092 30.8133 22.9088
O -3.5308 31.0835 24.1307
O -2.9962 29.9390 22.3801
H -7.3942 33.0921 19.9191
H -6.2874 31.1324 19.0471
H -4.5190 30.0814 20.4160
H -5.3463 32.9962 23.5715
H -7.0193 33.8879 22.2342
C 1.3969 20.1253 22.7299
C 1.3778 19.8707 21.2260
O 0.1066 20.2657 20.6975
C -0.2993 21.5665 20.6380
O 0.3469 22.5258 21.0096
O -1.5926 21.5661 20.2149
C -2.2473 22.7423 19.7750
H 2.4154 20.1394 23.1179
H 0.9236 19.3195 23.2911
H 0.9583 21.0808 23.0176
H 1.7209 18.8393 21.1453
H 2.1063 20.4418 20.6505
H -2.2330 23.4930 20.5652
H -3.2741 22.4312 19.5829
H -1.8489 23.1494 18.8457
C 3.1661 23.5523 27.9970
C 1.9767 24.5158 27.8226
O 2.5720 25.7693 28.0063
C 2.7731 26.6778 27.0048
O 2.5618 26.5533 25.7988
O 3.3402 27.7437 27.6168
C 3.5803 28.9906 26.9367
H 3.6006 23.7350 28.9798
H 3.9794 23.5049 27.2729
H 2.7026 22.5697 28.0853
H 1.2114 24.2382 28.5474
H 1.4886 24.3996 26.8549
H 3.9868 29.7670 27.5848
H 2.6246 29.3884 26.5954
H 4.2938 28.7627 26.1448
C 5.0902 29.5556 13.4634
C 3.6370 29.0902 13.1532
O 3.0825 28.6189 14.4366
C 1.7548 28.6564 14.7195
O 1.3230 28.4443 15.8394
O 0.9973 28.8432 13.5792
C -0.4534 28.8649 13.7653
H 5.1293 30.3196 14.2398
H 5.6143 30.0193 12.6277
H 5.6383 28.6694 13.7834
H 3.5927 28.2610 12.4471
H 3.1060 29.9177 12.6828
H -0.9453 28.2952 12.9770
H -0.8798 29.8626 13.8696
H -0.7600 28.3279 14.6629

Output
- E_HOMO (eV) = -9.04
- max |F| (eV/Å) = 2.8
- Kohn-Sham gap (hartree) = 0.2403
- relative energy (zero: lowest compared OMol25 entry of this formula, charge and spin) (kcal per mole) = 172.7
- total charge = -1

Mulliken atomic charge list, values in e, 6 entries:
1. Ag 1.002
2. As 1.977
3. F -0.500
4. F -0.499
5. F -0.488
6. F -0.496